The molecule C4H5FO, computed with ωB97M-V/def2-TZVPD.

CARTESIAN COORDINATES (ANGSTROEM)
F 2.32742 -0.04983 -0.12886
C 1.06143 0.04998 0.06614
C 0.30079 1.12942 0.10083
C -1.10884 0.55860 -0.08299
O -1.05438 -0.88812 -0.07355
C 0.32826 -1.20528 0.05765
H 0.52954 2.20766 0.08296
H -1.64758 0.88040 -1.01284
H -1.85497 0.88874 0.69591
H 0.57803 -1.84075 -0.76223
H 0.54030 -1.73081 1.05697

## Properties
structure (SMILES) = FC1=CCOC1
highest occupied orbital energy = -9.06 eV
multiplicity = 1

Results of the Mulliken charge analysis, in e, for atoms 1 through 8: atom 1 (F): -0.290, atom 2 (C): 0.476, atom 3 (C): -0.415, atom 4 (C): -0.379, atom 5 (O): -0.364, atom 6 (C): -0.324, atom 7 (H): 0.369, atom 8 (H): 0.227

=====

The molecule C4H5FO4, computed with ωB97M-V/def2-TZVPD.

CARTESIAN COORDINATES (ANGSTROEM)
C -0.67322 -0.92939 -1.66023
O -1.60577 -0.98721 -0.53933
C -1.42310 0.09491 0.36116
O -2.05664 1.16441 0.12531
O -0.62879 0.06839 1.54287
C 0.77872 -0.12479 1.25429
C 1.41818 1.26488 0.76460
O 2.12142 1.33770 -0.26146
F 1.10925 2.43379 1.54555
H 0.12882 -0.12826 -1.52618
H -0.15386 -1.96444 -1.71611
H -1.24135 -0.79552 -2.65979
H 0.93789 -0.98830 0.52589
H 1.28847 -0.44618 2.24343

## Properties
structure (SMILES) = COC(=O)OCC(=O)F
highest occupied orbital energy = -10.85 eV
multiplicity = 1

Results of the Mulliken charge analysis, in e, for atoms 1 through 8: atom 1 (C): -0.528, atom 2 (O): -0.298, atom 3 (C): 0.621, atom 4 (O): -0.464, atom 5 (O): -0.291, atom 6 (C): -0.324, atom 7 (C): 0.648, atom 8 (O): -0.467

=====

The molecule C4H5FOS, computed with ωB97M-V/def2-TZVPD.

CARTESIAN COORDINATES (ANGSTROEM)
C 0.88342 1.37389 0.08623
C 0.28441 0.05408 -0.20494
C 0.93754 -1.12651 -0.25954
F 2.22008 -1.19842 0.09897
O -1.07756 0.12371 -0.51791
C -1.94087 -0.59616 0.12197
S -3.56174 -0.38972 -0.00467
H 1.02906 2.02811 -0.80020
H 1.89260 1.31028 0.51967
H 0.21368 1.90844 0.77534
H 0.58086 -2.09741 -0.55292
H -1.46149 -1.39029 0.73800

## Properties
structure (SMILES) = C/C(=C\F)OC=S
highest occupied orbital energy = -8.96 eV
multiplicity = 1

Results of the Mulliken charge analysis, in e, for atoms 1 through 8: atom 1 (C): -1.017, atom 2 (C): 0.365, atom 3 (C): -0.114, atom 4 (F): -0.252, atom 5 (O): -0.256, atom 6 (C): -0.055, atom 7 (S): -0.267, atom 8 (H): 0.261

=====

| no. | E_LUMO (eV) | calculated total energy (a.u.) | F_max (eV/Å) |
| --- | --- | --- | --- |
| 1 | 1.025 | -330.45845 | 2.711 |
| 2 | 0.106 | -556.16935 | 5.667 |
| 3 | 0.305 | -728.64575 | 2.568 |